Density functional theory data (ωB97M-V/def2-TZVPD) for a 2-piece molecular cluster, C6H19N2 overall at a distorted geometry.

Gap between HOMO and LUMO in eV: 9.84
LUMO in eV: -2.9592
Charge: +1
Strongest force on any atom in Eh/bohr: 0.0466

Last column: Löwdin charge in e.
Geometry (Å):
C -0.58 -1.32 2.92  -0.06
C -0.55 0.15 2.52  -0.20
N -0.96 0.32 1.09  -0.03
C -1.16 1.75 0.68  -0.01
H 0.11 -1.88 2.32  0.05
H -0.28 -1.47 4.03  0.13
H -1.61 -1.75 2.75  0.10
H -1.25 0.76 3.11  0.13
H 0.46 0.59 2.61  0.14
H -1.83 -0.18 0.99  0.17
H -0.27 -0.13 0.45  0.08
H -1.92 2.22 1.35  0.12
H -1.46 1.77 -0.38  0.10
H -0.24 2.30 0.84  0.10
C 0.83 1.22 -3.09  -0.06
C 0.53 0.41 -1.81  -0.33
N 1.07 -0.96 -1.91  -0.10
C 0.92 -1.67 -0.63  -0.14
H 0.38 2.22 -3.01  0.08
H 0.43 0.71 -3.94  0.07
H 1.89 1.35 -3.22  0.07
H -0.54 0.29 -1.68  0.09
H 0.86 1.01 -0.90  0.11
H 2.02 -0.88 -2.13  0.09
H 1.43 -2.66 -0.72  0.11
H 1.35 -1.07 0.25  0.09
H -0.16 -1.93 -0.47  0.09

=====

Density functional theory data (ωB97M-V/def2-TZVPD) for C6H19N3 as an isolated structure at a distorted geometry.

Gap between HOMO and LUMO in eV: 8.05
LUMO in eV: 0.8221
Charge: 0
Strongest force on any atom in Eh/bohr: 0.0537

Last column: Löwdin charge in e.
Geometry (Å):
C 1.05 -0.50 -0.89  -0.61
C 2.57 -0.63 -0.77  -0.05
C 0.45 -1.76 -1.53  -0.04
C 0.70 0.73 -1.73  -0.05
C 0.82 -1.18 1.54  -0.07
N 0.41 -0.30 0.44  -0.11
H -0.88 0.08 0.57  0.14
H -0.37 0.91 -1.72  0.06
H 2.87 -1.55 -0.27  0.08
H 3.00 0.22 -0.23  0.09
H 3.02 -0.64 -1.77  0.09
H 0.85 -1.88 -2.54  0.09
H 0.70 -2.65 -0.96  0.07
H -0.63 -1.66 -1.60  0.09
H 1.20 1.62 -1.34  0.09
H 1.02 0.58 -2.76  0.08
H 0.18 -0.95 2.40  0.08
H 1.86 -1.04 1.83  0.08
H 0.67 -2.22 1.27  0.08
C -2.51 1.29 2.06  -0.21
N -1.62 1.14 0.93  -0.31
N -2.18 1.67 -0.27  -0.08
H 0.47 0.69 0.77  0.13
H -3.13 1.31 -0.43  0.05
H -2.28 2.69 -0.18  0.06
H -2.03 0.86 2.95  0.05
H -2.71 2.36 2.28  0.06
H -3.50 0.82 1.93  0.06